{"formula": "C29H57N3O8P2S2Si2V", "method": "ωB97M-V/def2-TZVPD", "elements": ["V", "S", "S", "P", "P", "Si", "Si", "O", "O", "O", "O", "O", "O", "O", "O", "N", "N", "N", "C", "C", "C", "C", "C", "C", "C", "C", "C", "C", "C", "C", "C", "C", "C", "C", "C", "C", "C", "C", "C", "C", "C", "C", "C", "C", "C", "C", "C", "H", "H", "H", "H", "H", "H", "H", "H", "H", "H", "H", "H", "H", "H", "H", "H", "H", "H", "H", "H", "H", "H", "H", "H", "H", "H", "H", "H", "H", "H", "H", "H", "H", "H", "H", "H", "H", "H", "H", "H", "H", "H", "H", "H", "H", "H", "H", "H", "H", "H", "H", "H", "H", "H", "H", "H", "H"], "coordinates": [[-0.339117, -0.301742, -0.248112], [2.100030, -3.039322, -1.118443], [0.172430, -3.202785, 1.546873], [2.319730, 0.998091, 0.554946], [-0.075635, 2.421888, 1.348830], [-2.558311, 0.862142, -2.644728], [-3.363342, -1.373490, -0.367903], [-0.242731, 3.374157, 0.134558], [1.374459, 0.771033, -0.615581], [1.600183, -3.358680, 1.493731], [-0.440983, -2.562679, 2.662566], [2.390499, -0.331997, 1.353341], [3.724340, 1.499589, 0.152110], [-0.899917, 2.932699, 2.539562], [-0.566638, 0.991864, 1.136432], [-0.227627, -2.201594, 0.209075], [0.261407, -1.385008, -1.835358], [-2.255957, -8.397040, 0.325273], [0.519631, 3.666094, -2.156301], [4.391971, -1.455757, 2.166974], [-2.997795, -2.931810, -1.334332], [2.508631, -0.793108, 3.740089], [-0.365727, -6.924649, 0.240745], [3.330059, -0.443643, 2.524425], [0.281722, 4.848783, 3.526108], [-2.431709, -6.207607, 1.288064], [0.661299, 5.539392, -0.484731], [0.200034, -5.706845, 0.528696], [-1.121898, 0.781102, -3.839342], [-1.067893, 4.271608, 3.170127], [0.773036, 4.053036, -0.723221], [-1.925339, 5.150120, 2.290984], [-1.696050, -7.200913, 0.609759], [5.979077, 1.102137, -0.556274], [1.687769, 2.266558, 1.684820], [-4.006116, 0.084674, -3.526486], [4.539496, 0.911341, -0.959573], [-0.551158, -4.722773, 1.179044], [4.163571, 1.608306, -2.245774], [-3.027799, 2.633847, -2.249393], [-5.150001, -0.873686, -0.639955], [-1.865050, -4.990801, 1.570535], [1.224388, -1.368279, -2.833474], [-2.187828, 0.068924, -0.923764], [-3.227435, -1.399206, 1.505080], [0.588444, -2.245842, -0.871517], [2.242179, -2.221982, -2.630958], [-2.485063, 0.857713, -0.219220], [1.751388, 3.687477, -0.410539], [-1.608143, 4.006595, 4.075601], [-1.715250, -9.134300, -0.087699], [1.383086, 6.054147, -1.120166], [6.627190, 0.671791, -1.320239], [0.137640, 5.784646, 4.066052], [4.756577, 1.193610, -3.062236], [-3.528348, -2.889312, -2.288813], [5.104487, -1.532114, 2.989471], [-3.444653, -6.420359, 1.606905], [-3.350939, -3.821572, -0.809912], [3.162698, -0.815293, 4.612339], [-1.276706, 1.503776, -4.644653], [-4.047814, 2.656118, -1.854960], [0.220301, -7.689415, -0.253695], [3.061505, -2.432832, -3.301145], [-3.174908, -8.628306, 0.655849], [1.808854, 1.911093, 2.711064], [-2.264427, -1.096869, 1.910776], [0.548180, 2.586482, -2.273976], [-3.017230, 3.255452, -3.148428], [0.871684, 5.811196, 0.549230], [2.047439, -1.769583, 3.626858], [-3.468635, -2.364289, 1.945158], [6.194763, 0.612327, 0.392528], [0.845711, 4.175181, 4.171531], [-2.377180, 3.093591, -1.504652], [-2.421419, -4.251113, 2.125450], [-4.072950, 0.588915, -4.496499], [-1.937934, -3.073125, -1.543700], [-3.974549, -0.695249, 1.882824], [0.867995, 5.077442, 2.632593], [1.231947, -5.518250, 0.273285], [-4.954896, 0.241421, -3.016170], [-5.732826, -1.406649, 0.117879], [1.085215, -0.748529, -3.701042], [3.784487, 0.545739, 2.639124], [-0.335549, 5.892620, -0.751128], [-3.881220, -0.981310, -3.726800], [1.300905, 4.102310, -2.780932], [-5.322856, 0.193453, -0.477700], [-2.829918, 4.625372, 1.985843], [4.940761, -1.153043, 1.273376], [4.386544, 2.674511, -2.176962], [-5.547728, -1.147072, -1.615921], [3.942430, -2.428320, 2.004103], [-1.056595, -0.211239, -4.291729], [-1.388395, 5.484150, 1.404951], [3.109661, 1.470826, -2.481768], [1.722141, -0.058522, 3.924581], [6.211247, 2.163856, -0.467100], [-2.222785, 6.030101, 2.862287], [-0.442521, 4.044202, -2.498079], [2.220265, 3.210253, 1.575519], [-0.169038, 1.015203, -3.370844], [4.283033, -0.151077, -0.996024]], "forces_ev_per_a": [[-1.06, 0.65, -1.23], [0.01, -0.06, -0.06], [-0.08, 0.03, 0.10], [0.10, -0.01, 0.09], [-0.04, -0.04, 0.25], [-0.06, 0.06, -0.06], [-0.06, -0.03, 0.16], [-0.05, -0.07, -0.07], [-0.23, -0.21, 0.26], [0.12, 0.03, 0.03], [-0.10, 0.06, 0.00], [0.14, -0.15, 0.09], [-0.04, 0.22, -0.21], [0.10, 0.06, 0.07], [-0.03, 0.41, 0.50], [0.28, 0.10, 0.38], [0.20, -0.21, -0.14], [-0.01, 0.03, -0.01], [-0.02, -0.04, 0.01], [-0.01, 0.16, -0.01], [0.02, 0.03, 0.01], [0.02, 0.04, -0.03], [0.02, 0.01, 0.00], [0.00, 0.03, -0.01], [0.00, 0.01, -0.02], [-0.01, -0.04, 0.00], [0.00, 0.02, 0.01], [-0.06, 0.02, -0.04], [0.05, -0.02, 0.06], [0.01, -0.02, -0.01], [-0.04, 0.05, 0.03], [0.00, -0.02, 0.01], [-0.03, 0.02, 0.02], [0.01, 0.01, 0.01], [-0.02, -0.01, -0.05], [0.02, -0.01, -0.06], [0.00, -0.05, 0.03], [-0.06, 0.01, 0.01], [0.04, 0.02, 0.03], [-0.02, -0.04, 0.02], [-0.01, -0.01, -0.09], [0.01, 0.04, 0.00], [-0.05, 0.06, -0.06], [0.41, -0.05, 0.05], [0.07, 0.03, -0.03], [0.46, -0.70, -0.19], [-0.05, 0.01, -0.07], [0.07, 0.00, 0.04], [0.02, -0.02, -0.01], [-0.02, -0.01, 0.00], [0.02, -0.02, -0.01], [-0.01, -0.01, 0.01], [-0.01, 0.01, 0.01], [0.00, -0.01, 0.00], [-0.01, 0.00, 0.02], [0.03, -0.01, 0.02], [-0.03, 0.01, -0.01], [0.02, 0.01, 0.00], [-0.03, 0.01, 0.05], [0.00, 0.00, -0.01], [-0.05, -0.03, 0.02], [0.03, 0.01, 0.01], [-0.01, 0.02, 0.01], [-0.03, 0.00, 0.02], [-0.01, 0.00, 0.01], [-0.01, 0.01, -0.03], [0.07, -0.04, 0.03], [0.01, -0.01, -0.01], [-0.01, -0.03, 0.01], [-0.01, -0.01, -0.02], [-0.05, -0.07, -0.03], [-0.07, -0.10, -0.02], [0.01, 0.02, -0.01], [0.00, 0.00, -0.01], [0.04, 0.02, 0.00], [-0.03, 0.06, 0.02], [0.01, -0.03, 0.01], [-0.03, -0.02, 0.01], [0.04, 0.03, -0.01], [-0.01, 0.00, 0.01], [0.05, -0.01, 0.00], [0.07, 0.02, -0.06], [0.01, 0.01, -0.02], [-0.02, 0.07, 0.00], [0.02, -0.02, 0.02], [0.02, -0.01, 0.01], [-0.01, 0.02, 0.02], [-0.02, 0.00, 0.01], [0.01, -0.02, 0.00], [0.00, 0.01, 0.01], [-0.03, -0.03, 0.03], [-0.01, -0.02, 0.00], [0.02, 0.00, 0.07], [-0.09, -0.16, -0.04], [0.00, 0.03, 0.02], [-0.01, -0.01, 0.00], [-0.04, -0.01, 0.00], [0.00, -0.03, 0.00], [0.00, -0.02, 0.00], [0.01, -0.01, -0.01], [-0.02, 0.00, 0.00], [0.02, -0.01, 0.03], [0.11, 0.01, -0.01], [-0.02, 0.01, -0.01]], "e_homo_ev": [-12.552, -12.552], "largest_force_ev_per_a": 1.75, "multiplicity": 2, "total_charge": 2, "relative_energy_kcal_mol": 5.3}